Entry from the OMol25 dataset: C4H5AgO2 as an isolated structure (the ωB97M-V functional and the def2-TZVPD basis).

Last column: Löwdin charge in e.
Geometry (Å):
1 O -1.703 0.769 -1.678  -0.16
2 C -1.131 0.103 -0.562  -0.33
3 C 0.180 0.730 -0.239  -0.31
4 C 0.954 0.198 0.970  -0.33
5 C 1.784 -1.064 0.664  -0.34
6 O 1.089 -2.116 0.593  -0.39
7 H -2.480 0.275 -1.944  0.05
8 H 0.843 0.817 -1.126  0.11
9 H 0.254 -0.029 1.801  0.09
10 H 1.647 0.972 1.337  0.07
11 Ag -0.842 -2.227 -0.034  0.39
12 H -0.597 1.573 0.220  0.16

Values from the calculation:
energy relative to the best compared isomer or geometry (same formula, charge and spin) = 47.5 kJ/mol
maximum force = 2.9 eV/Å
expectation value of S² = 0.78
spin multiplicity = 2
net charge = -1
HOMO energy (spin up / spin down) = -1.22 / -2.02 eV



Entry from the OMol25 dataset: C29H34N3NaO5SSi as an isolated structure (the ωB97M-V functional and the def2-TZVPD basis).

Last column: Löwdin charge in e.
Geometry (Å):
1 Na -0.464 -2.525 -0.197  0.36
2 C 1.193 -1.758 1.460  -0.27
3 Si 0.338 -0.370 2.199  0.55
4 C -0.330 0.615 0.683  -0.25
5 N -1.331 -0.059 -0.110  -0.21
6 C -1.682 0.694 -1.310  -0.21
7 C -2.383 2.027 -1.005  -0.18
8 C -3.698 1.635 -0.347  -0.24
9 C -3.450 0.866 0.938  -0.19
10 C -2.568 -0.357 0.622  -0.19
11 C -0.948 -0.897 3.488  -0.27
12 C -1.286 -2.232 3.644  -0.09
13 C -2.429 -2.608 4.388  -0.09
14 C -3.294 -1.624 4.858  -0.13
15 C -2.952 -0.294 4.724  -0.10
16 C -1.761 0.067 4.078  -0.12
17 C 1.058 1.187 3.127  -0.21
18 C 1.640 2.256 2.415  -0.10
19 C 2.118 3.392 3.031  -0.10
20 C 2.069 3.516 4.431  -0.12
21 C 1.531 2.473 5.156  -0.13
22 C 1.062 1.305 4.545  -0.11
23 H 1.399 -2.773 1.856  -0.05
24 H 1.779 -1.548 0.552  -0.04
25 H 0.539 0.665 0.055  0.07
26 H -0.564 1.621 1.038  0.07
27 H -2.320 0.033 -1.916  0.11
28 H -0.761 0.894 -1.915  0.10
29 H -2.516 2.516 -1.982  0.11
30 H -1.748 2.700 -0.350  0.12
31 H -4.287 1.089 -1.107  0.11
32 H -4.308 2.516 -0.023  0.10
33 H -4.432 0.554 1.300  0.10
34 H -2.952 1.555 1.676  0.12
35 H -3.153 -1.047 -0.031  0.13
36 H -2.344 -0.872 1.561  0.09
37 H -0.747 -3.011 3.137  0.09
38 H -2.663 -3.648 4.670  0.10
39 H -4.239 -1.969 5.285  0.09
40 H -3.567 0.455 5.212  0.09
41 H -1.552 1.106 4.028  0.09
42 H 1.702 2.216 1.328  0.09
43 H 2.547 4.195 2.478  0.08
44 H 2.487 4.383 4.936  0.08
45 H 1.439 2.528 6.242  0.09
46 H 0.754 0.517 5.214  0.09
47 N -0.419 -2.327 -2.671  0.02
48 C -0.828 -3.590 -3.324  -0.28
49 C -2.217 -4.037 -2.993  -0.15
50 C -2.300 -4.911 -1.727  -0.74
51 O -2.836 -6.010 -1.820  -0.05
52 O -1.770 -4.395 -0.706  -0.10
53 H -1.040 -1.567 -2.912  0.06
54 H 0.491 -2.092 -3.086  0.05
55 H -0.139 -4.384 -3.016  0.11
56 H -0.679 -3.538 -4.462  0.12
57 H -2.695 -4.617 -3.740  0.08
58 H -2.863 -3.139 -2.841  0.12
59 O 2.010 -0.984 -4.389  -0.01
60 C 2.226 0.146 -3.950  -0.55
61 N 1.368 0.963 -3.285  -0.05
62 S 2.174 2.278 -2.722  0.58
63 O 2.293 2.249 -1.305  -0.32
64 O 1.595 3.452 -3.314  -0.34
65 C 3.799 1.922 -3.388  -0.22
66 C 4.997 2.611 -3.305  -0.05
67 C 6.074 2.125 -4.049  -0.09
68 C 5.937 0.906 -4.743  -0.09
69 C 4.735 0.222 -4.796  -0.02
70 C 3.632 0.744 -4.107  -0.12
71 H 5.063 3.552 -2.719  0.12
72 H 7.028 2.597 -4.135  0.08
73 H 6.765 0.565 -5.292  0.07
74 H 4.668 -0.729 -5.264  0.10

Values from the calculation:
maximum force = 1.9 eV/Å
net charge = -2
HOMO energy = -1.47 eV



Entry from the OMol25 dataset: C16H48B3CaF12KO8 as an isolated structure (the ωB97M-V functional and the def2-TZVPD basis).

Last column: Löwdin charge in e.
Geometry (Å):
1 K 1.949 -2.563 -3.103  0.94
2 Ca 1.186 -1.389 2.305  1.63
3 B 4.027 -1.004 2.841  -1.26
4 F 4.566 -0.714 4.078  0.16
5 F 4.989 -0.865 1.835  0.13
6 F 3.353 -2.250 2.813  0.06
7 F 2.980 -0.102 2.530  0.01
8 B 0.082 -2.486 4.517  -1.29
9 F -0.773 -2.114 3.461  0.07
10 F 0.618 -3.749 4.246  0.13
11 F 1.130 -1.531 4.507  0.03
12 F -0.539 -2.450 5.752  0.16
13 B 0.340 -0.690 -0.319  -1.31
14 F -0.412 -1.270 0.698  0.08
15 F 1.673 -0.784 0.129  0.07
16 F 0.235 -1.346 -1.556  0.05
17 F 0.008 0.658 -0.474  0.15
18 C -1.258 4.005 -0.509  -0.10
19 C -1.371 5.393 -1.081  -0.31
20 O -0.729 6.289 -0.158  -0.08
21 H -0.227 3.655 -0.442  0.08
22 H -1.839 3.272 -1.078  0.06
23 H -1.675 3.948 0.499  0.07
24 H -2.420 5.699 -1.169  0.11
25 H -0.892 5.449 -2.064  0.10
26 H -0.609 7.125 -0.619  0.08
27 C -2.649 -0.093 -2.839  -0.08
28 C -3.544 -0.832 -3.817  -0.32
29 O -3.072 -0.800 -5.149  -0.07
30 H -2.726 0.992 -2.966  0.07
31 H -1.609 -0.390 -2.953  0.06
32 H -2.965 -0.300 -1.814  0.07
33 H -4.575 -0.464 -3.757  0.11
34 H -3.612 -1.871 -3.485  0.11
35 H -3.067 0.115 -5.445  0.08
36 C 4.685 2.629 1.247  -0.08
37 C 3.676 2.061 0.286  -0.33
38 O 3.502 2.979 -0.786  -0.09
39 H 4.340 3.551 1.725  0.08
40 H 5.625 2.890 0.754  0.08
41 H 4.911 1.943 2.064  0.07
42 H 2.730 1.908 0.816  0.10
43 H 4.032 1.096 -0.091  0.11
44 H 2.733 2.699 -1.301  0.05
45 C -3.707 0.663 0.859  -0.08
46 C -4.267 1.932 0.254  -0.31
47 O -5.641 2.023 0.648  -0.08
48 H -2.646 0.581 0.598  0.06
49 H -4.160 -0.254 0.482  0.08
50 H -3.816 0.683 1.942  0.08
51 H -4.181 1.896 -0.840  0.10
52 H -3.768 2.833 0.622  0.10
53 H -6.003 2.854 0.327  0.08
54 C -0.876 -4.478 -1.504  -0.06
55 C -0.047 -5.693 -1.885  -0.28
56 O 1.141 -5.242 -2.544  -0.16
57 H -0.828 -3.724 -2.292  0.07
58 H -0.492 -3.981 -0.609  0.06
59 H -1.913 -4.737 -1.302  0.09
60 H -0.628 -6.356 -2.528  0.12
61 H 0.234 -6.243 -0.983  0.11
62 H 1.631 -5.983 -2.911  0.10
63 C 1.188 3.883 -4.072  -0.08
64 C 0.325 2.730 -3.631  -0.32
65 O 1.103 1.832 -2.840  -0.09
66 H 0.711 4.506 -4.832  0.08
67 H 2.153 3.531 -4.434  0.08
68 H 1.371 4.578 -3.247  0.07
69 H -0.063 2.170 -4.493  0.11
70 H -0.559 3.041 -3.068  0.09
71 H 0.530 1.420 -2.178  0.04
72 C 2.700 -5.494 1.278  -0.05
73 C 2.225 -4.169 0.717  -0.26
74 O 1.183 -3.608 1.552  -0.19
75 H 2.907 -5.408 2.342  0.09
76 H 3.594 -5.844 0.762  0.08
77 H 1.919 -6.245 1.127  0.07
78 H 1.784 -4.301 -0.279  0.08
79 H 3.009 -3.416 0.675  0.12
80 H 0.535 -4.311 1.671  0.11
81 C -1.515 1.117 4.589  -0.06
82 C -1.113 1.025 3.134  -0.30
83 O 0.303 0.854 2.998  -0.13
84 H -2.601 1.122 4.699  0.08
85 H -1.096 2.009 5.063  0.08
86 H -1.126 0.284 5.182  0.08
87 H -1.460 1.936 2.629  0.11
88 H -1.576 0.192 2.612  0.08
89 H 0.726 1.494 3.580  0.11

Values from the calculation:
maximum force = 2.3 eV/Å
HOMO energy = -9.31 eV



Entry from the OMol25 dataset: C15H18MnNO6SSe3 as an isolated structure (the ωB97M-V functional and the def2-TZVPD basis).

Last column: Löwdin charge in e.
Geometry (Å):
1 Mn 0.011 -0.037 0.739  0.30
2 C -2.026 -1.964 -0.243  -0.11
3 C -0.686 -2.626 -0.218  -0.18
4 C -0.505 -3.992 -0.495  0.03
5 C 0.746 -4.534 -0.379  0.05
6 C 1.849 -3.729 -0.012  -0.13
7 C 3.177 -4.194 0.120  0.00
8 C 4.173 -3.315 0.451  -0.04
9 C 3.905 -1.945 0.650  -0.06
10 C 2.624 -1.464 0.536  -0.52
11 S 2.163 0.231 0.659  0.78
12 C 1.598 -2.369 0.216  -0.21
13 N 0.333 -1.856 0.119  0.05
14 H -2.617 -2.329 0.602  0.13
15 H -2.552 -2.180 -1.175  0.15
16 H -2.567 -0.128 0.412  0.03
17 H -1.356 -4.594 -0.777  0.13
18 H 0.903 -5.588 -0.576  0.13
19 H 3.394 -5.240 -0.049  0.12
20 H 5.190 -3.666 0.550  0.12
21 H 4.716 -1.271 0.890  0.12
22 O 0.239 2.799 1.775  -0.14
23 C -0.820 3.732 1.689  -0.20
24 C -1.142 4.013 0.223  -0.55
25 C -2.292 5.043 0.232  -0.20
26 O -2.629 5.357 -1.104  -0.04
27 C 0.040 4.624 -0.533  -0.43
28 Se 1.369 3.297 -1.106  0.74
29 C -1.662 2.778 -0.514  -0.36
30 Se -0.226 1.587 -1.113  0.81
31 H 0.491 2.671 2.695  0.11
32 H -0.547 4.674 2.177  0.14
33 H -1.723 3.346 2.180  0.13
34 H -1.963 5.936 0.776  0.14
35 H -3.148 4.614 0.764  0.14
36 H -3.384 5.952 -1.113  0.11
37 H 0.579 5.330 0.100  0.09
38 H -0.312 5.137 -1.424  0.07
39 H -2.162 3.078 -1.434  0.09
40 H -2.344 2.184 0.095  0.07
41 O -0.595 0.121 2.219  -0.50
42 Se -2.634 -0.021 2.926  1.22
43 O -2.758 -1.608 2.798  -0.53
44 O -1.823 -0.556 -0.121  -0.22
45 O -3.235 0.673 1.575  -0.57

Values from the calculation:
maximum force = 0.5 eV/Å
expectation value of S² = 0.83
spin multiplicity = 2
net charge = +1
HOMO energy (spin up / spin down) = -11.23 / -11.31 eV



What is the maximum force in the second record? 1.9 eV/Å